No. 1
# C19H27N3OS

C19H27N3OS in the gas phase (the ωB97M-V functional and the def2-TZVPD basis, OMol25).

Geometry as XYZ:
```
51
Properties=species:S:1:pos:R:3
O -3.507 -0.225 0.696
C -2.544 -1.048 0.080
C -1.213 -1.072 0.832
C -0.594 0.330 0.941
C 0.204 0.673 -0.327
N 1.381 -0.171 -0.425
C 2.060 -0.005 -1.693
C 1.258 -0.635 -2.774
N 1.122 -0.192 -3.961
C 0.332 -1.001 -4.729
C -0.003 -0.791 -6.062
C -0.819 -1.705 -6.694
C -1.307 -2.822 -6.019
C -0.988 -3.049 -4.694
C -0.167 -2.137 -4.053
S 0.408 -2.142 -2.412
C 2.234 0.046 0.728
C 1.437 -0.332 1.982
N 0.219 0.433 2.148
C 0.301 1.814 2.632
C 1.416 2.089 3.645
C 0.842 1.567 4.955
C -0.581 2.121 4.929
C -0.985 2.106 3.445
H -3.615 -0.516 1.608
H -2.925 -2.075 -0.018
H -2.412 -0.637 -0.924
H -1.380 -1.452 1.843
H -0.529 -1.743 0.314
H -1.416 1.048 1.028
H -0.423 0.511 -1.205
H 0.487 1.742 -0.312
H 3.026 -0.519 -1.634
H 2.250 1.050 -1.959
H 0.381 0.078 -6.573
H -1.086 -1.555 -7.729
H -1.945 -3.521 -6.538
H -1.364 -3.913 -4.168
H 3.113 -0.598 0.644
H 2.573 1.096 0.792
H 2.060 -0.246 2.870
H 1.143 -1.380 1.886
H 0.392 2.516 1.788
H 1.543 3.172 3.716
H 2.379 1.660 3.382
H 0.822 0.477 4.939
H 1.406 1.897 5.827
H -0.583 3.143 5.310
H -1.262 1.534 5.543
H -1.715 1.322 3.254
H -1.427 3.057 3.150
```

E_LUMO in eV: 0.66
Total charge: 0
Energy relative to the best compared isomer or geometry (same formula, charge and spin) in kcal/mol: 0.0
E in Eh: -1377.89721
Gap between HOMO and LUMO in eV: 8.80
HOMO energy in eV: -8.136
SMILES string: OCC[C@@H]1CN(Cc2nc3ccccc3s2)CCN1C1CCCC1

***

No. 2
# C19H28B3N3O4

A 3-piece molecular cluster, C19H28B3N3O4 overall (the ωB97M-V functional and the def2-TZVPD basis, OMol25).

Geometry as XYZ:
```
57
Properties=species:S:1:pos:R:3
C -0.514 -0.321 4.634
C -1.262 -0.950 3.360
C -0.525 -2.314 2.851
C -1.565 0.088 2.176
C -2.157 -0.569 0.836
C -0.328 1.026 1.765
O 0.945 0.323 1.763
B 1.470 0.318 0.431
O 0.757 -0.049 -0.768
B 1.566 0.423 -1.895
O 2.177 1.752 -1.927
B 2.656 1.981 -0.589
C 2.943 3.414 0.099
C 4.364 3.938 0.516
C 4.421 5.334 1.215
C 3.072 6.057 1.433
N 1.772 5.623 1.046
C 1.747 4.343 0.419
O 2.851 0.777 0.229
H -1.338 -0.078 5.409
H 0.168 -1.085 5.140
H 0.084 0.626 4.424
H -2.295 -1.312 3.739
H -1.237 -2.886 2.167
H -0.251 -2.904 3.808
H 0.461 -2.112 2.317
H -2.387 0.802 2.574
H -2.218 0.246 0.017
H -1.479 -1.416 0.458
H -3.201 -1.000 1.039
H -0.276 1.903 2.520
H -0.571 1.532 0.752
H 1.689 -0.364 -2.780
H 5.274 3.286 0.312
H 5.439 5.724 1.550
H 3.129 7.073 1.973
H 0.707 3.948 0.115
C 2.887 0.033 -6.259
C 2.044 0.893 -5.512
C 0.875 1.036 -6.218
N 0.983 0.297 -7.366
C 2.204 -0.322 -7.396
H 3.882 -0.292 -5.993
H 2.268 1.356 -4.562
H -0.021 1.599 -6.005
H 0.274 0.221 -8.077
H 2.481 -0.958 -8.223
C -4.107 -4.136 2.257
C -3.367 -5.171 1.632
C -4.054 -5.538 0.500
N -5.182 -4.766 0.422
C -5.220 -3.906 1.486
H -3.852 -3.617 3.169
H -2.436 -5.599 1.971
H -3.837 -6.280 -0.254
H -5.876 -4.823 -0.306
H -6.034 -3.206 1.604
```

E_LUMO in eV: 0.06
Total charge: 0
Energy relative to the best compared isomer or geometry (same formula, charge and spin) in kcal/mol: 126.1
E in Eh: -1280.67211
Gap between HOMO and LUMO in eV: 8.33
HOMO energy in eV: -8.274
SMILES string: CC(C)[C@H](C)COB1OBOB(c2cccnc2)O1.c1cc[nH]c1.c1cc[nH]c1

***

No. 3
# C19H28BaNO2P2

C19H28BaNO2P2 as an isolated structure (the ωB97M-V functional and the def2-TZVPD basis, OMol25).

Geometry as XYZ:
```
53
Properties=species:S:1:pos:R:3
Ba -0.151 -0.260 -0.330
P 0.735 1.610 -1.894
C 0.887 0.495 -3.371
C 1.310 -0.947 -3.212
N 1.050 -1.572 -2.074
C 1.340 -2.832 -1.783
C 1.988 -3.576 -2.750
C 2.285 -2.991 -3.975
C 1.938 -1.666 -4.208
C 1.002 -3.369 -0.408
P -0.454 -2.692 0.531
H 2.155 -1.186 -5.159
H 2.254 -4.609 -2.542
H 2.789 -3.569 -4.751
H 0.772 -4.446 -0.466
H 1.910 -3.273 0.231
H -0.110 0.496 -3.909
H 1.581 1.040 -4.032
H -4.338 -0.802 -2.720
O -4.401 -0.566 -3.638
H -4.779 -1.318 -4.113
H -4.615 -2.060 1.154
O -5.474 -2.124 0.729
H -6.123 -2.244 1.432
C -1.861 -3.509 -0.108
H -1.704 -4.560 0.140
H -2.790 -3.165 0.382
H -2.013 -3.423 -1.200
C -0.205 -2.987 2.211
H -1.045 -2.607 2.815
H -0.165 -4.071 2.298
H 0.724 -2.559 2.626
C 2.373 2.100 -1.492
H 2.714 2.666 -2.361
H 2.388 2.761 -0.607
H 3.090 1.278 -1.303
C -0.310 2.915 -2.305
H -0.439 3.611 -1.460
H 0.192 3.431 -3.121
H -1.316 2.608 -2.643
C -0.184 1.163 1.819
C 0.045 1.973 2.677
C 0.320 2.968 3.680
C 0.090 2.664 5.039
C 0.352 3.624 5.994
C 0.847 4.882 5.625
C 1.089 5.170 4.275
C 0.836 4.229 3.300
H -0.292 1.682 5.307
H 0.168 3.394 7.044
H 1.045 5.635 6.389
H 1.479 6.148 3.988
H 1.021 4.437 2.249
```

E_LUMO in eV: -2.86
Total charge: +1
E in Eh: -1653.81066
Gap between HOMO and LUMO in eV: 6.79
HOMO energy in eV: -9.655

***

No. 4
# C19H28CaNPSe

C19H28CaNPSe as an isolated structure (the ωB97M-V functional and the def2-TZVPD basis, OMol25).

Geometry as XYZ:
```
51
Properties=species:S:1:pos:R:3
C -3.400 2.972 -1.369
C -2.387 3.404 -0.529
C -1.346 2.543 -0.131
C -1.277 1.267 -0.692
C -2.328 0.809 -1.485
C -3.372 1.671 -1.854
C -0.294 3.148 0.776
C -0.075 2.563 2.170
N -0.333 1.147 2.330
Ca 0.933 -0.154 -1.140
C -2.384 -0.642 -1.930
P -1.608 -1.714 -0.599
H -2.383 4.439 -0.150
H -4.164 1.265 -2.492
H -4.218 3.636 -1.645
H -1.847 -0.814 -2.887
H -3.437 -0.941 -2.085
H 0.685 3.077 0.276
H -0.531 4.223 0.894
H 0.996 2.699 2.364
C -1.578 -3.339 -1.414
C -3.082 -1.857 0.462
H -0.614 3.153 2.943
C -1.680 0.780 2.635
C 0.647 0.422 3.102
H 1.483 -2.212 -1.394
H -2.039 1.117 3.623
H -2.372 1.169 1.889
H -1.760 -0.304 2.623
H 0.660 0.687 4.180
H 0.436 -0.646 3.015
H 1.642 0.598 2.664
H -3.869 -2.386 -0.085
H -2.849 -2.412 1.377
H -3.454 -0.873 0.761
H -2.591 -3.635 -1.708
H -0.920 -3.288 -2.290
H -1.160 -4.071 -0.711
H 1.475 -2.205 -0.600
Se 3.041 1.367 0.190
C 4.001 -0.101 -0.460
C 4.147 -0.346 -1.852
C 4.745 -1.530 -2.314
C 5.187 -2.513 -1.393
C 5.036 -2.278 -0.014
C 4.456 -1.094 0.454
H 3.726 0.372 -2.570
H 4.849 -1.716 -3.385
H 5.601 -3.456 -1.756
H 5.357 -3.040 0.698
H 4.253 -0.959 1.509
```

E_LUMO in eV: -0.82
Total charge: 0
E in Eh: -4215.85232
Gap between HOMO and LUMO in eV: 6.13
HOMO energy in eV: -6.943

***

No. 5
# C19H28ClNO17

A 6-piece molecular cluster, C19H28ClNO17 overall (the ωB97M-V functional and the def2-TZVPD basis, OMol25).

Geometry as XYZ:
```
66
Properties=species:S:1:pos:R:3
C -1.463 -3.144 -0.262
C -2.647 -3.265 -1.393
Cl -1.978 -3.396 -3.119
C -3.696 -1.967 -1.339
N -4.586 -2.181 -0.135
C -6.027 -2.454 -0.505
O -6.965 -1.767 0.204
O -6.512 -3.416 -1.507
H -0.516 -2.572 -0.704
H -1.869 -2.478 0.619
H -1.117 -4.212 0.119
H -3.255 -4.263 -1.154
H -3.057 -0.976 -1.156
H -4.258 -1.826 -2.356
H -4.254 -3.013 0.417
H -6.542 -4.300 -1.004
O -0.100 1.623 -0.845
C -1.124 2.100 -0.383
O -2.382 1.660 -0.679
C -3.265 2.309 0.217
C -2.514 3.539 0.609
O -1.160 3.144 0.495
H -4.215 2.539 -0.274
H -3.456 1.646 1.067
H -2.697 4.376 -0.073
H -2.740 3.857 1.631
O 3.697 -4.216 -2.038
C 2.991 -3.488 -2.716
O 1.774 -3.010 -2.324
C 1.388 -2.037 -3.277
C 2.159 -2.427 -4.496
O 3.315 -3.047 -3.966
H 0.307 -2.063 -3.441
H 1.668 -1.046 -2.904
H 1.621 -3.152 -5.116
H 2.429 -1.564 -5.111
O -2.612 4.464 3.781
C -1.416 4.704 3.757
O -0.486 3.928 3.126
C 0.729 4.654 3.136
C 0.566 5.582 4.295
O -0.833 5.782 4.358
H 1.582 3.980 3.258
H 0.829 5.187 2.184
H 0.902 5.136 5.238
H 1.087 6.531 4.145
O 1.205 1.727 4.604
C 0.270 1.476 5.345
O -0.383 0.278 5.387
C -1.237 0.314 6.515
C -1.452 1.776 6.736
O -0.261 2.359 6.241
H -2.170 -0.218 6.311
H -0.730 -0.167 7.358
H -2.301 2.165 6.164
H -1.594 2.020 7.792
O 7.760 0.093 -7.106
C 7.388 -0.726 -6.282
O 8.195 -1.295 -5.339
C 7.352 -2.002 -4.450
C 6.135 -2.276 -5.273
O 6.109 -1.194 -6.184
H 7.836 -2.920 -4.104
H 7.137 -1.366 -3.585
H 6.214 -3.211 -5.838
H 5.222 -2.300 -4.672
```

E_LUMO in eV: -0.08
Total charge: 0
E in Eh: -2534.75148
Gap between HOMO and LUMO in eV: 10.13
HOMO energy in eV: -10.208
SMILES string: C[C@H](Cl)CNC(=O)O.O=C1OCCO1.O=C1OCCO1.O=C1OCCO1.O=C1OCCO1.O=C1OCCO1

***

No. 6
# C19H28CoN7

C19H28CoN7 as an isolated structure (the ωB97M-V functional and the def2-TZVPD basis, OMol25).

Geometry as XYZ:
```
55
Properties=species:S:1:pos:R:3
Co 0.191 0.703 -0.036
C 4.828 -0.210 -0.797
N 4.337 -0.146 0.576
C 5.306 0.267 1.592
C 3.000 -0.017 0.765
N 2.132 0.099 -0.183
N 2.603 -0.063 2.097
C 1.377 0.225 2.664
N 1.373 0.128 4.014
N 0.344 0.563 1.970
H 5.839 -0.603 -0.783
H 4.841 0.771 -1.280
H 4.220 -0.897 -1.383
H 6.298 0.008 1.235
H 5.179 -0.260 2.537
H 5.275 1.343 1.775
H 2.558 0.203 -1.092
H 3.323 -0.317 2.747
H 2.157 -0.220 4.535
H 0.515 0.264 4.517
H -0.463 0.755 2.550
C 0.501 -2.769 -0.370
C -0.349 -2.335 -1.573
C -1.802 -2.152 -1.192
C -2.603 -3.278 -1.049
C -3.930 -3.169 -0.669
C -4.459 -1.917 -0.407
C -3.692 -0.764 -0.532
C -4.283 0.548 -0.058
C -3.935 0.794 1.415
C -2.357 -0.891 -0.947
N -1.519 0.261 -1.016
C -1.786 1.226 -1.853
C -0.991 2.393 -1.861
C -1.038 3.563 -2.625
C 0.009 4.364 -2.176
C 0.650 3.645 -1.159
N 0.053 2.463 -0.959
H 1.555 -2.864 -0.644
H 0.159 -3.728 0.018
H 0.420 -2.036 0.440
H -0.278 -3.083 -2.364
H 0.053 -1.412 -1.987
H -2.179 -4.255 -1.260
H -4.545 -4.054 -0.574
H -5.492 -1.825 -0.089
H -5.366 0.511 -0.180
H -3.932 1.395 -0.641
H -4.243 -0.053 2.029
H -4.425 1.693 1.792
H -2.854 0.920 1.529
H -2.610 1.126 -2.556
H -1.753 3.789 -3.403
H 0.280 5.347 -2.527
H 1.506 3.952 -0.572
```

E_LUMO (spin up / spin down) in eV: -2.57 / -2.58
Total charge: +1
E in Eh: -2506.74582
Gap between HOMO and LUMO (spin up / spin down) in eV: 7.59 / 7.58
HOMO energy (spin up / spin down) in eV: -10.158 / -10.157
2S+1: 4